Entry 1:
ORCA calculation (ωB97M-V/def2-TZVPD) on 3 unconnected molecules or ions with the total composition C19H42ClFN2O3P at a distorted geometry.

Geometry as XYZ:
```
69
Properties=species:S:1:pos:R:3
N -4.20 2.02 2.75
C -4.64 2.86 1.57
C -3.38 2.96 0.52
N -3.77 3.30 -0.90
C -4.52 4.61 -1.02
C -6.18 4.41 -1.03
C -6.64 3.21 -2.08
F -6.33 1.84 -1.54
C -2.55 3.23 -1.81
C -1.59 4.55 -1.77
O -0.82 4.94 -0.75
O -1.54 5.42 -3.00
P -3.17 2.72 -3.54
O -1.83 2.60 -4.70
Cl -3.83 0.68 -3.32
H -4.47 1.02 2.62
H -3.16 2.11 2.84
H -5.54 2.37 0.95
H -5.06 3.93 1.91
H -2.54 3.67 0.94
H -2.90 1.87 0.48
H -4.24 5.30 -0.12
H -4.29 5.20 -2.03
H -6.68 5.44 -1.35
H -6.60 4.17 0.04
H -7.81 3.34 -2.21
H -6.07 3.44 -3.10
H -1.89 2.32 -1.41
H -1.48 1.66 -4.51
C 2.95 -0.77 1.91
C 3.39 0.63 1.51
C 2.27 1.67 1.62
C 1.06 1.43 0.71
C 1.37 1.35 -0.79
C 1.96 2.63 -1.36
H 2.16 -1.15 1.25
H 3.79 -1.46 1.85
H 2.58 -0.78 2.94
H 3.80 0.61 0.49
H 4.21 0.93 2.16
H 2.69 2.66 1.41
H 1.92 1.70 2.66
H 0.34 2.24 0.88
H 0.55 0.51 1.01
H 0.44 1.12 -1.32
H 2.05 0.51 -0.99
H 1.28 3.47 -1.20
H 2.12 2.52 -2.44
H 2.92 2.87 -0.90
C 1.66 -4.67 0.10
C 2.72 -4.71 1.19
C 4.15 -4.81 0.64
C 4.46 -6.08 -0.17
C 4.23 -7.40 0.57
C 5.11 -7.57 1.79
H 1.66 -5.58 -0.50
H 0.67 -4.56 0.54
H 1.83 -3.82 -0.57
H 2.51 -5.54 1.87
H 2.64 -3.80 1.78
H 4.85 -4.73 1.48
H 4.35 -3.94 0.01
H 5.51 -6.03 -0.49
H 3.86 -6.08 -1.08
H 4.43 -8.22 -0.13
H 3.18 -7.50 0.86
H 6.17 -7.51 1.52
H 4.94 -8.55 2.25
H 4.91 -6.81 2.55
```

## Properties
- Frontier orbital gap: 6.879 eV
- Energy: -54033.8668 eV
- E_HOMO: -4.58 eV
- LUMO energy: 2.30 eV
- Total charge: -1

Which charges does Löwdin predict for the atoms? In e, they are: N -0.07; C -0.26; C -0.20; N -0.21; C -0.19; C -0.17; C -0.15; F -0.19; C -0.44; C -0.44; O -0.15; O -0.30; P 0.67; O -0.41; Cl 0.09; H 0.06; H 0.06; H 0.11; H 0.11; H 0.13; H 0.13; H 0.13; H 0.14; H 0.12; H 0.09; H 0.11; H 0.10; H 0.12; H 0.04; C -0.12; C -0.27; C -0.23; C -0.22; C -0.27; C -0.10; H 0.06; H 0.06; H 0.08; H 0.10; H 0.10; H 0.10; H 0.11; H 0.11; H 0.10; H 0.09; H 0.09; H 0.06; H 0.07; H 0.06; C -0.11; C -0.27; C -0.23; C -0.23; C -0.28; C -0.12; H 0.06; H 0.07; H 0.08; H 0.10; H 0.09; H 0.10; H 0.11; H 0.11; H 0.10; H 0.10; H 0.10; H 0.07; H 0.07; H 0.07



Entry 2:
ORCA calculation (ωB97M-V/def2-TZVPD) on 2 unconnected molecules or ions with the total composition C28H33N4O4S at a distorted geometry.

Geometry as XYZ:
```
70
Properties=species:S:1:pos:R:3
C 4.86 3.39 1.25
N 4.60 2.12 1.89
C 5.74 1.60 2.63
C 3.56 1.28 1.45
C 3.61 0.63 0.20
C 2.66 -0.32 -0.13
C 1.53 -0.54 0.68
C 0.51 -1.53 0.38
C 0.77 -2.87 0.31
C -0.30 -3.84 0.04
O -1.46 -3.54 -0.22
N 0.07 -5.20 0.23
C -1.05 -6.14 0.21
C 1.34 -5.69 -0.01
S 1.77 -7.28 -0.29
N 2.31 -4.70 0.08
C 3.70 -5.14 0.14
C 1.99 -3.52 0.82
O 2.63 -3.18 1.80
C 1.39 0.26 1.83
C 2.41 1.08 2.26
H 3.95 3.74 0.76
H 5.15 4.13 2.02
H 5.68 3.33 0.52
H 5.49 0.62 3.06
H 6.62 1.50 1.97
H 5.98 2.31 3.44
H 4.45 0.84 -0.47
H 2.74 -0.89 -1.06
H -0.52 -1.23 0.26
H -0.61 -7.14 0.21
H -1.66 -5.99 1.11
H -1.68 -6.00 -0.67
H 4.34 -4.26 0.24
H 3.86 -5.85 0.96
H 3.90 -5.67 -0.80
H 0.45 0.19 2.37
H 2.36 1.60 3.22
C -5.84 1.57 -0.97
C -4.87 1.96 0.13
N -4.02 0.85 0.63
C -4.37 0.35 1.97
C -3.92 1.24 3.10
C -2.65 0.80 0.32
C -2.35 1.18 -1.02
C -1.06 1.48 -1.52
C -1.04 2.35 -2.76
C -2.03 3.29 -3.04
C -1.98 4.06 -4.22
C -0.89 3.93 -5.09
C 0.14 3.04 -4.77
C 0.07 2.26 -3.62
O 0.03 1.09 -1.05
O -1.82 0.46 1.19
H -6.42 2.46 -1.25
H -5.32 1.21 -1.86
H -6.54 0.79 -0.62
H -4.22 2.78 -0.23
H -5.43 2.34 1.00
H -5.47 0.24 1.98
H -3.91 -0.64 2.06
H -4.19 0.77 4.05
H -2.83 1.33 3.06
H -4.38 2.23 3.04
H -3.20 1.27 -1.70
H -2.86 3.43 -2.34
H -2.80 4.75 -4.43
H -0.85 4.53 -5.99
H 1.01 2.94 -5.42
H 0.87 1.57 -3.37
```

## Properties
- Frontier orbital gap: 5.785 eV
- Energy: -54558.2945 eV
- Energy relative to the best compared isomer or geometry (same formula, charge and spin): 1.7 kcal per mole
- E_HOMO: -3.93 eV
- LUMO energy: 1.85 eV
- Total charge: -1

Which charges does Löwdin predict for the atoms? In e, they are: C -0.09; N -0.25; C -0.09; C -0.26; C -0.01; C -0.03; C -0.22; C 0.10; C -0.04; C -0.34; O 0.10; N -0.06; C -0.06; C -0.71; S 0.68; N -0.07; C -0.10; C -0.34; O 0.13; C -0.01; C 0.00; H 0.09; H 0.07; H 0.07; H 0.09; H 0.07; H 0.07; H 0.11; H 0.12; H 0.12; H 0.02; H 0.10; H 0.10; H 0.09; H 0.08; H 0.06; H 0.11; H 0.11; C -0.10; C -0.24; N -0.09; C -0.24; C -0.10; C -0.47; C -0.02; C -0.41; C -0.14; C -0.04; C -0.10; C -0.12; C -0.10; C -0.03; O 0.01; O -0.02; H 0.07; H 0.06; H 0.07; H 0.11; H 0.10; H 0.11; H 0.12; H 0.06; H 0.06; H 0.06; H 0.07; H 0.10; H 0.09; H 0.09; H 0.09; H 0.11



Entry 3:
ORCA calculation (ωB97M-V/def2-TZVPD) on 4 unconnected molecules or ions with the total composition C2H9NS at a distorted geometry.

Geometry as XYZ:
```
13
Properties=species:S:1:pos:R:3
N 1.86 -0.25 -2.13
H 2.58 -0.56 -1.53
H -1.71 -4.47 2.95
H 1.13 -0.83 -2.30
H 1.53 0.68 -1.91
C 0.48 0.10 0.97
C -0.56 1.18 1.12
S -0.97 0.01 -0.21
H -0.94 -4.12 2.99
H 1.55 0.49 0.97
H 0.33 -0.66 1.70
H -0.08 2.17 0.89
H -1.36 1.16 1.96
```

## Properties
- Frontier orbital gap: 9.750 eV
- Energy: -14542.6716 eV
- Energy relative to the best compared isomer or geometry (same formula, charge and spin): 60.5 kcal per mole
- E_HOMO: -8.93 eV
- LUMO energy: 0.82 eV

Which charges does Löwdin predict for the atoms? In e, they are: N 0.03; H 0.00; H 0.00; H -0.06; H 0.00; C -0.48; C -0.54; S 0.73; H 0.00; H 0.10; H 0.03; H 0.08; H 0.09